Here is a structure of composition C31H27ClFN3O9S2Ti from the OMol25 dataset. Energies are from wB97M-V/def2-TZVPD.

Structure (XYZ):
```
75
Properties=species:S:1:pos:R:3:forces:R:3
Ti -1.175402 1.267404 0.007163 0.52 0.10 0.09
Cl 3.166722 0.692654 7.296266 0.02 0.00 0.05
S -3.331921 2.998189 -0.097218 0.53 -0.26 -0.08
S -3.706055 -0.195332 1.278434 0.23 0.12 0.20
F 1.957193 -4.432714 -0.919319 0.00 0.02 -0.01
O -3.830015 -0.705068 -0.058913 -0.08 -0.14 -0.04
O -2.933197 1.897915 -1.013826 -0.45 0.02 0.03
O -4.050236 -1.080443 2.364090 -0.02 -0.09 0.01
O 0.844503 3.694797 -2.712524 0.07 -0.04 0.02
O -0.166371 2.680413 -1.006557 -0.01 -0.09 -0.03
O -0.236024 0.043835 -1.022243 -0.27 0.12 0.04
O -2.384110 0.458538 1.525770 -0.07 -0.13 -0.38
O -3.760089 4.212026 -0.723526 0.01 0.04 -0.06
O -2.212864 3.103110 0.855785 -0.16 0.12 0.13
N 2.774543 0.202207 -3.828323 -0.01 -0.01 -0.01
N -2.030494 -3.566089 2.877885 0.12 -0.06 0.09
N -0.943167 -2.608733 1.232951 0.20 -0.06 -0.28
C 2.576274 0.824802 5.640977 -0.02 -0.01 -0.07
C 4.147826 -1.063142 -5.402736 0.00 0.00 -0.02
C 4.503518 -2.059284 -4.314888 0.01 0.00 0.00
C 3.386802 0.447555 4.574247 0.00 0.00 -0.01
C -4.888900 1.156237 1.407635 -0.06 0.13 -0.03
C 0.580152 2.694716 -2.052472 -0.04 0.15 -0.05
C 2.931517 0.545012 3.278047 -0.03 -0.01 0.05
C 1.145686 1.098041 1.657445 -0.46 0.00 -0.02
C -1.687033 -3.648272 0.731710 -0.10 -0.02 0.20
C 3.410372 -2.096472 -3.280615 0.02 0.03 -0.06
C -4.757287 2.419342 0.818393 -0.19 -0.11 0.12
C 3.482925 1.274571 -5.939371 0.01 0.01 0.02
C 1.294190 1.303281 5.386703 -0.02 0.00 -0.02
C -0.564180 -1.607310 3.476930 -0.07 -0.07 -0.01
C -6.047487 0.868612 2.121901 0.10 -0.17 0.03
C 2.157789 1.361752 -3.391473 0.03 0.04 -0.04
C 2.160752 -3.282351 -1.615083 0.00 0.01 -0.01
C 0.791317 0.146206 -1.853480 0.14 -0.25 -0.03
C 3.173714 -3.267463 -2.550884 0.01 -0.02 0.04
C -6.938327 3.041202 1.668167 -0.06 -0.12 0.08
C -5.790486 3.341038 0.957310 0.14 0.14 -0.11
C -1.163598 -2.577830 2.521581 -0.11 0.07 -0.03
C 0.826391 1.405007 4.095800 0.09 0.03 0.02
C 1.360545 -2.194529 -1.360720 0.03 -0.03 0.00
C 1.180720 1.367918 -2.451093 -0.08 -0.09 0.11
C 3.846159 0.309064 -4.815452 0.01 -0.01 0.02
C 2.611495 -0.979637 -3.075929 0.04 -0.06 0.02
C -2.371820 -4.260680 1.737237 -0.11 0.09 -0.06
C -7.067823 1.793020 2.256956 0.00 0.15 -0.06
C 1.617645 1.029201 2.956093 0.01 -0.13 -0.04
C 1.580423 -1.018629 -2.099503 -0.16 0.14 0.02
H 2.454286 2.296160 -3.837604 0.00 0.00 -0.01
H 3.446790 2.311470 -5.613814 -0.01 0.01 -0.01
H 1.726864 0.872464 0.776866 0.05 0.05 0.02
H 3.263138 -1.407228 -5.949074 0.00 -0.01 0.02
H -1.712034 -3.867964 -0.323146 0.05 -0.03 0.00
H 0.658329 1.595284 6.215316 0.00 0.00 0.00
H -1.182309 -1.493578 4.368830 -0.01 0.01 -0.01
H 4.758435 0.674087 -4.315628 0.00 0.00 -0.01
H 4.232607 1.199330 -6.729768 0.00 0.00 0.00
H -7.956792 1.539666 2.821439 0.00 -0.01 0.00
H 4.385851 0.073050 4.769391 0.00 0.00 0.00
H 0.438447 -1.914572 3.781242 0.00 -0.01 0.01
H -5.669566 4.306485 0.486905 0.00 0.00 0.01
H -0.465078 -0.643994 2.983079 0.00 -0.02 -0.01
H -7.723996 3.780646 1.761339 0.00 0.01 -0.01
H -6.119304 -0.108414 2.579418 0.00 0.01 0.00
H 0.596818 -2.211481 -0.590138 0.01 -0.01 0.00
H 2.507639 1.012585 -6.353726 0.00 0.00 0.00
H -3.082689 -5.068189 1.746919 0.00 0.00 0.00
H 3.780442 -4.150308 -2.709019 -0.01 0.00 -0.01
H 4.960971 -0.959604 -6.125420 0.00 0.01 0.01
H 0.182150 1.603294 1.543756 0.19 0.44 0.16
H 3.580240 0.238156 2.464963 0.01 0.00 0.00
H 4.647317 -3.056555 -4.738214 -0.02 0.00 0.00
H -2.461076 -3.655623 3.779984 0.02 0.01 -0.02
H 5.458984 -1.775705 -3.858184 -0.01 0.01 0.01
H -0.178752 1.776852 3.924959 0.00 0.00 0.01
```
Positions in Å, forces in eV/Å.

Properties
- LUMO level (alpha / beta): 4.067 / 4.047 eV
- <S²>: 2.038
- Spin multiplicity: 3
- Net charge: -2
- Max |F|: 0.6 eV Å⁻¹

Results of the Mulliken charge analysis, in e, for atoms 1 through 2: Ti 0.77; Cl -0.33

Here is a cluster of 2 separate species, C2H3O3S2 in total in a non-equilibrium geometry from the OMol25 dataset. Energies are from wB97M-V/def2-TZVPD.

Structure (XYZ):
```
10
Properties=species:S:1:pos:R:3:forces:R:3
S 2.119844 0.590796 -0.426672 -1.31 -1.55 -1.14
S 3.261169 2.004745 0.306957 -0.36 0.13 0.68
O -2.166740 1.071654 -0.587974 -0.66 0.52 -0.04
O -1.133243 -1.206386 -0.328327 -1.14 -0.73 -0.58
O 0.745401 -2.312999 0.290708 -0.43 -0.39 -0.02
C 0.020668 -1.346297 0.036141 2.07 0.25 0.32
C 0.803298 -0.050781 0.358530 2.55 0.33 -2.44
H 0.716593 0.360194 1.276220 -0.91 1.22 3.16
H -1.551656 0.353040 -0.814457 0.11 -0.10 0.10
H -2.815334 0.536035 -0.111123 0.08 0.31 -0.04
```
Positions in Å, forces in eV/Å.

Properties
- LUMO level: 3.082 eV
- Spin multiplicity: 1
- Net charge: -1
- Max |F|: 3.5 eV Å⁻¹

Results of the Mulliken charge analysis, in e, for atoms 1 through 2: S 0.02; S -0.44

Here is a structure of composition C47H42BCsGeN6O4 from the OMol25 dataset. Energies are from wB97M-V/def2-TZVPD.

Structure (XYZ):
```
102
Properties=species:S:1:pos:R:3:forces:R:3
Cs 0.321096 -0.770232 1.333561 -0.57 0.18 -0.01
Ge -1.513711 -2.345279 -1.694448 0.09 -0.01 0.05
O -8.282798 0.734688 0.752318 -0.01 0.00 0.02
O 5.676970 3.951251 -2.702394 0.00 0.00 0.01
O 1.587785 1.018281 2.849452 0.17 0.49 0.47
O -4.903121 5.209010 4.030724 -0.01 0.02 0.01
N 3.331816 -0.235371 1.241870 0.14 -0.06 -0.02
N 6.943380 2.389369 3.365899 0.04 -0.06 0.05
N 0.574571 -3.397438 0.273976 0.19 -0.64 -0.22
N -1.890254 1.510161 2.608414 0.04 -0.01 -0.01
N -3.673261 -0.624378 2.175914 0.04 0.00 -0.01
N 7.618675 2.812308 2.409447 -0.01 0.10 0.04
C 1.255416 -3.291731 -4.725363 0.00 0.00 0.00
C -7.199181 0.340136 -0.084918 0.01 0.00 -0.01
C 0.385881 -5.376387 -3.911497 -0.01 0.01 0.00
C 5.188938 0.952113 2.251815 0.03 0.07 -0.01
C 6.196066 3.638777 -1.477105 0.01 0.00 0.00
C -3.574446 4.987491 4.479328 0.00 0.00 0.00
C -4.175230 -3.462186 -1.386505 0.00 -0.01 0.03
C 6.070462 0.182452 1.457307 -0.01 0.07 -0.02
C -5.965242 0.000332 0.706125 0.02 0.01 -0.02
C -0.447267 -4.689493 -3.041118 0.02 0.01 -0.01
C -3.148594 0.396284 -4.504059 -0.01 0.01 0.02
C -1.115083 2.438244 3.171636 0.00 0.00 -0.03
C 7.054693 3.056699 1.111616 0.00 -0.15 -0.04
C -0.443013 -3.295839 -3.004649 0.02 0.00 0.00
C 4.174743 -0.903709 0.493108 0.05 -0.03 -0.03
C 4.686562 2.403383 4.115923 -0.06 0.00 0.01
C 7.827462 2.714514 0.016868 -0.01 -0.04 0.00
C -3.042271 0.149654 -1.745777 -0.01 -0.01 -0.02
C -5.184567 0.996995 1.277332 0.03 0.01 -0.01
C 3.812938 0.663924 2.134812 -0.03 0.01 -0.01
C 1.577231 -3.785025 -0.165305 -0.16 0.04 -0.03
C -2.445933 -0.833279 -2.537633 -0.01 -0.03 -0.09
C 2.814709 1.289951 3.009105 0.09 -0.08 -0.09
C -4.051087 0.646501 2.001210 -0.10 0.01 0.03
C 7.399933 2.977733 -1.280536 -0.03 0.02 -0.01
C -5.166779 -4.281510 -0.862922 0.03 -0.04 -0.02
C -2.997130 3.781301 3.793407 0.02 -0.01 0.01
C 5.440332 4.040822 -0.375970 0.00 -0.01 -0.03
C 5.569780 -0.741930 0.586562 -0.01 0.01 -0.01
C 0.425727 -2.606683 -3.850562 0.00 0.00 0.00
C -3.206665 1.701759 2.631032 0.00 0.00 0.02
C -4.432695 -1.574419 1.644955 0.02 0.02 -0.05
C 5.858875 3.749141 0.904100 -0.02 -0.04 0.04
C -2.862618 -3.533543 -0.914711 -0.10 0.06 -0.07
C -3.743131 1.360944 -3.702217 0.01 0.00 -0.02
C -4.860354 -5.178830 0.151089 -0.02 0.00 -0.01
C -3.558971 -5.258982 0.628256 0.05 0.00 0.01
C 3.324591 2.127893 4.015518 0.07 0.09 0.05
C -3.804199 2.815249 3.214966 -0.03 -0.03 -0.02
C -2.502595 -0.688501 -3.925570 -0.02 -0.02 0.01
C 1.236230 -4.678499 -4.756542 -0.01 0.00 -0.01
C 5.609971 1.917599 3.216964 0.02 0.03 -0.05
C -5.582144 -1.314430 0.907998 -0.02 0.01 -0.01
C -3.687307 1.235775 -2.320754 -0.02 0.00 0.05
C 6.358745 3.461445 -3.836323 0.00 0.00 0.02
C -2.565009 -4.444570 0.099595 0.00 0.00 -0.02
C -1.624560 3.584796 3.762677 0.00 -0.01 0.01
B 2.942361 -4.274264 -0.807461 0.01 0.02 -0.01
H 3.761214 -1.631691 -0.198211 -0.01 0.00 0.00
H 5.767786 3.758301 -4.699144 0.00 0.00 0.00
H 6.439379 2.371135 -3.811849 0.00 0.00 0.00
H 5.044417 3.070131 4.893489 0.02 0.00 0.00
H -5.441614 2.040335 1.140866 -0.01 0.00 -0.01
H 1.899725 -5.215096 -5.422898 0.00 0.00 0.00
H -0.047387 2.234824 3.142776 0.01 0.02 0.01
H -1.550778 -4.505593 0.473387 0.03 0.00 0.03
H 8.774114 2.216395 0.187300 0.00 0.00 -0.01
H -5.632096 -5.816273 0.565130 0.00 0.00 0.00
H -7.006367 1.190384 -0.739286 0.00 -0.01 -0.01
H 2.627180 2.559413 4.723236 -0.01 -0.01 0.00
H -4.105146 -2.597115 1.796787 0.01 -0.01 -0.01
H -1.093488 -5.243748 -2.370149 0.00 -0.01 0.00
H -5.285407 5.921986 4.549357 0.01 -0.02 -0.01
H 6.219853 -1.358629 -0.019624 0.01 0.00 0.00
H -4.429818 -2.753245 -2.167657 0.00 -0.01 0.00
H 2.797302 -5.419924 -1.184149 -0.01 0.00 0.00
H -3.313277 -5.959023 1.417418 0.00 0.00 0.00
H 0.384962 -6.459111 -3.916514 0.00 0.00 0.00
H 3.177776 -3.530507 -1.744751 0.00 0.00 0.01
H 3.806888 -4.190257 0.042683 0.01 -0.01 0.00
H -6.178649 -4.219974 -1.247150 0.00 0.00 0.00
H -6.141837 -2.133712 0.476249 0.00 0.02 0.02
H 7.360324 3.893855 -3.920989 0.00 0.00 0.00
H 4.510132 4.565401 -0.550679 0.00 0.00 0.00
H 0.469576 -1.523275 -3.815701 0.00 0.00 0.00
H -2.997125 0.073259 -0.664074 -0.02 -0.01 0.04
H -3.186153 0.488820 -5.582706 0.00 0.00 0.00
H 8.013244 2.667895 -2.113754 0.01 0.00 -0.01
H -2.041775 -1.435409 -4.562164 0.00 0.01 0.00
H -0.945124 4.310944 4.192781 0.00 0.01 0.01
H -4.135308 1.991374 -1.686056 -0.01 0.00 0.00
H -2.939001 5.854606 4.270686 -0.01 0.00 -0.01
H -4.239687 2.211992 -4.151672 0.00 0.00 0.00
H -8.362786 0.084839 1.458651 0.00 0.01 -0.01
H -7.481514 -0.511567 -0.712304 -0.01 -0.01 0.01
H 1.934386 -2.743320 -5.366203 0.00 0.00 0.00
H -3.558857 4.816080 5.562515 0.01 0.00 -0.01
H 7.139314 0.312534 1.563609 0.03 0.04 -0.01
H -4.879641 2.919069 3.233365 0.00 0.02 0.00
H 5.248543 4.043430 1.746862 0.00 -0.01 0.02
```
Positions in Å, forces in eV/Å.

Properties
- LUMO level (alpha / beta): 1.779 / 1.415 eV
- <S²>: 0.754
- Spin multiplicity: 2
- Net charge: -1
- Max |F|: 0.7 eV Å⁻¹

Results of the Mulliken charge analysis, in e, for atoms 1 through 2: Cs 1.25; Ge -0.18

Number 1: electronic energy -115514.2846 eV. Number 2: electronic energy -29936.5745 eV. Number 3: electronic energy -124291.4582 eV.